The following is a quantum chemistry calculation of a molecular structure, C43H39HfN4P2S, from the Open Molecules 2025 dataset.

```
90
Properties=species:S:1:pos:R:3:forces:R:3:mulliken_charge:R:1
Hf -0.30979 -0.02586 0.38985 -0.2 0.0 0.2 0.068
N -7.74691 -7.10081 1.78078 0.0 0.0 0.0 -0.385
C -6.94515 -6.29563 1.61930 0.1 0.1 0.0 -0.278
C -5.93487 -5.28863 1.42000 0.0 -0.1 0.0 0.503
C -6.19496 -3.96115 1.75031 0.0 0.1 0.0 -0.863
C -5.21216 -3.00565 1.57371 0.0 0.0 0.0 -0.468
C -3.97339 -3.36208 1.03304 0.1 0.1 0.0 0.584
C -3.72400 -4.69509 0.69169 0.0 0.0 0.0 -0.401
C -4.69524 -5.65577 0.89753 0.0 0.0 0.0 -0.883
C -2.92913 -2.33753 0.82950 0.0 0.0 0.0 1.158
C -2.39822 -2.20994 -0.47207 0.1 0.1 -0.1 -0.165
C -2.87335 -2.84032 -1.62385 0.0 0.0 -0.1 -0.383
C -2.10224 -2.42215 -2.71525 -0.1 0.0 0.0 -1.655
C -1.18024 -1.53172 -2.22343 -0.1 -0.1 0.2 -0.174
N -1.32206 -1.36609 -0.86300 0.3 0.1 0.0 0.306
C -2.56331 -1.56295 1.95218 0.1 0.1 0.0 -0.417
C -3.00995 -1.72324 3.26664 0.0 0.0 0.1 -0.264
C -2.42545 -0.72802 4.05815 -0.1 -0.1 0.0 -1.554
C -1.61819 0.01089 3.22486 -0.1 -0.1 -0.2 -0.429
N -1.66149 -0.47149 1.93763 0.0 0.2 -0.2 0.838
H -7.16342 -3.68375 2.14345 0.0 0.0 0.0 0.497
H -5.41742 -1.97136 1.81878 0.0 0.0 0.0 0.585
H -2.75760 -4.98311 0.29837 0.0 0.0 0.0 0.579
H -4.50261 -6.69238 0.65751 0.0 0.0 0.0 0.492
H -3.71438 -3.51400 -1.65850 0.0 0.0 0.0 0.729
H -2.21576 -2.72348 -3.74370 0.0 0.0 0.0 0.514
H -0.41633 -0.99463 -2.76709 0.0 0.0 0.0 0.493
H -3.67806 -2.50053 3.60144 0.0 0.0 0.0 0.764
H -2.56897 -0.57223 5.11486 0.0 0.0 0.0 0.529
H -1.00379 0.86345 3.48372 0.0 0.0 0.0 0.604
C 3.50315 2.85528 -0.64677 0.0 0.0 0.0 -1.110
N 2.25085 2.13370 -0.36083 -0.1 -0.2 0.0 0.809
P 1.75953 1.61619 1.16999 -0.1 0.3 -0.1 1.674
C 2.19851 2.87049 2.34747 0.0 -0.1 0.1 0.314
C 1.59502 4.12626 2.21184 0.0 0.0 0.0 -0.484
C 1.91603 5.13204 3.10527 0.0 0.0 0.0 -0.758
C 2.81884 4.88141 4.13497 0.0 0.0 0.0 -0.593
C 3.40592 3.63233 4.27570 0.0 0.0 0.0 -0.802
C 3.09979 2.61651 3.38155 0.0 0.1 0.0 -0.491
C 2.54630 0.02497 1.51117 0.0 -0.1 0.0 0.415
C 1.62248 -0.95822 1.93325 0.1 0.1 -0.1 -1.261
C 1.97619 -2.30845 1.99530 0.0 0.0 0.1 -0.357
C 3.25923 -2.67607 1.62601 0.0 0.0 0.0 -0.911
C 4.17806 -1.70981 1.22218 0.0 0.0 0.0 -0.713
C 3.82747 -0.36644 1.14389 0.0 -0.1 0.0 -0.639
P 1.48281 1.11549 -1.48649 0.0 0.0 -0.1 0.825
C 2.61886 -0.12929 -2.09746 0.1 0.1 0.0 0.571
C 2.42150 -1.45585 -1.71305 0.0 0.2 -0.1 0.081
C 3.29198 -2.44668 -2.13403 0.0 0.0 0.0 -0.879
C 4.37624 -2.10465 -2.93271 0.0 0.0 0.0 -0.710
C 4.58591 -0.78449 -3.31733 0.0 0.1 0.0 -0.818
C 3.70513 0.20622 -2.91075 0.0 -0.1 0.0 -0.813
C 1.02754 2.15494 -2.87625 0.0 0.0 0.0 0.542
C 0.85582 1.57485 -4.13632 0.0 0.1 0.0 -0.838
C 0.38915 2.34825 -5.18926 0.0 0.0 0.0 -0.761
C 0.10211 3.69275 -4.98876 0.0 0.0 0.0 -0.650
C 0.27717 4.27128 -3.73752 0.0 0.0 0.1 -0.883
C 0.73007 3.50397 -2.67443 0.0 0.0 -0.1 -0.261
H 4.35298 2.17591 -0.73350 0.0 0.0 0.0 0.336
H 3.69208 3.57031 0.15190 0.0 0.0 0.0 0.466
H 3.39284 3.40455 -1.58058 0.0 0.0 0.0 0.386
H 0.89537 4.31324 1.40369 0.0 0.0 0.0 0.301
H 1.46566 6.11012 3.00404 0.0 0.0 0.0 0.458
H 3.06528 5.67074 4.83259 0.0 0.0 0.0 0.447
H 4.10759 3.44991 5.07820 0.0 0.0 0.0 0.455
H 3.56391 1.64332 3.48452 0.0 0.0 0.0 0.412
H 0.70729 -0.63419 2.44387 0.0 -0.1 0.2 1.137
H 1.27683 -3.04625 2.36782 0.0 0.0 0.0 0.625
H 3.55528 -3.71551 1.67653 0.0 0.0 0.0 0.499
H 5.18496 -2.00803 0.95841 0.0 0.0 0.0 0.520
H 4.55324 0.36017 0.80189 0.0 0.0 0.0 0.466
H 1.56354 -1.70773 -1.09070 0.0 -0.2 0.0 0.196
H 3.12816 -3.47852 -1.85203 0.0 0.0 0.0 0.536
H 5.05665 -2.87670 -3.26749 0.0 0.0 0.0 0.463
H 5.42854 -0.53111 -3.94667 0.0 0.0 0.0 0.478
H 3.84991 1.22927 -3.23700 0.0 0.0 0.0 0.504
H 1.10933 0.53399 -4.30118 0.0 0.0 0.0 0.389
H 0.26532 1.90900 -6.16998 0.0 0.0 0.0 0.487
H -0.24738 4.29597 -5.81619 0.0 0.0 0.0 0.453
H 0.06920 5.32303 -3.59236 0.0 0.0 0.0 0.507
H 0.86801 3.95106 -1.69741 0.0 0.0 0.0 0.424
C -3.01344 2.45986 0.74448 0.0 -0.1 0.0 -1.110
S -1.57501 2.20189 -0.31892 0.1 0.0 0.0 0.430
C -2.39387 1.86910 -1.90295 0.0 0.0 0.1 -0.912
H -3.64603 1.57556 0.75005 0.0 0.0 0.0 0.345
H -3.54602 3.32024 0.34494 0.0 0.0 0.0 0.506
H -2.65787 2.68112 1.74812 0.0 0.0 0.0 0.356
H -2.93700 2.77549 -2.16339 0.0 0.0 0.0 0.547
H -3.06943 1.02309 -1.80048 0.0 0.0 -0.1 0.373
H -1.62920 1.67936 -2.65327 0.0 0.0 0.0 0.095
```
Forces are in eV/Å.

DFT total energy in hartree: -3009.088819
Total charge: +3
Relative energy (zero: lowest compared OMol25 entry of this formula, charge and spin) in kcal per mole: 3.4
E_HOMO in eV: -16.0